131
Properties=species:S:1:pos:R:3 method="wB97M-V/def2-TZVPD" charge=0 homo_lumo_gap_ev=9.031 energy_ha=-2565.95247 molar_mass_g_mol=776.062 fmax_ev_per_a=2.6 homo_ev=-8.87 relative_energy_kj_mol=0.00
O -0.846 0.143 -1.239
O 3.115 -0.955 -4.603
O -4.977 -0.018 -5.234
O -6.764 2.662 -1.135
O -4.001 -3.348 0.773
O 0.479 -3.445 -0.390
O -4.475 -0.158 2.917
O 3.610 -0.215 2.688
O 4.059 -0.883 -1.010
O 5.716 2.553 0.370
O -2.708 4.701 0.064
O -0.005 -1.900 3.203
N -0.480 3.317 -3.929
C -4.484 1.994 -1.152
C -1.946 4.682 1.007
C 1.848 3.653 -2.491
C -4.516 -1.094 3.686
C 2.053 -1.014 -4.022
C 0.851 -0.490 0.332
C 5.030 0.742 -2.446
C 0.714 3.174 -1.845
C -3.841 0.342 -5.047
C -0.520 -0.037 -0.090
C -3.190 1.415 -5.892
C -1.540 0.197 1.025
C 1.780 4.014 -3.822
C 1.032 -4.313 0.243
C 3.593 -1.979 1.138
C -2.421 -2.760 -0.940
C 1.682 -2.240 -3.201
C 1.520 -1.661 4.964
C -0.541 5.202 0.862
C -5.701 2.989 0.920
C 5.066 -0.417 -1.502
C 0.233 -1.322 4.238
C 4.997 2.019 1.182
C -3.361 -2.063 3.733
C -5.719 2.593 -0.518
C 6.383 -1.104 -1.227
C -2.986 -0.249 -3.943
C -0.420 3.003 -2.636
C 0.575 3.897 -4.505
C 1.980 -5.294 -0.417
C -5.675 -1.284 4.615
C 3.499 1.899 0.984
C -4.988 -2.456 -1.196
C 5.604 -1.533 2.689
C 0.676 -4.566 1.697
C 5.550 1.466 2.478
C 4.206 -1.161 2.225
C -2.364 3.988 2.288
C -3.816 -2.926 -0.344
C -0.781 -0.475 4.969
C 0.973 0.013 -4.218
H -1.319 -1.138 5.649
H -1.178 0.007 2.030
H -1.305 2.543 -2.214
H 4.183 -1.729 0.252
H -0.260 -4.052 1.904
H -3.756 -3.056 3.509
H 6.520 1.833 2.792
H -2.242 -1.697 -1.102
H -4.296 2.506 -2.096
H -2.289 -0.952 -4.404
H 2.123 -0.762 5.116
H 5.426 -2.370 3.368
H 1.246 -2.068 5.940
H -2.422 -0.405 0.818
H -1.808 3.072 2.506
H 2.962 1.090 1.475
H 1.531 -0.743 -0.483
H 0.506 -5.635 1.849
H 1.456 -4.275 2.401
H 2.115 -2.379 4.409
H -5.060 3.873 0.970
H 7.168 -0.375 -1.022
H -1.756 1.262 0.901
H -1.588 -0.143 4.320
H -0.414 6.208 1.262
H 1.337 0.236 0.983
H -2.478 -3.270 -1.904
H 2.931 -5.335 0.114
H -2.935 -2.069 4.732
H 2.546 -1.708 1.020
H -5.817 -3.073 -0.866
H 2.185 -4.957 -1.435
H -5.215 2.159 1.450
H -3.609 2.407 -5.733
H 0.668 -1.448 0.834
H -5.024 -1.375 -1.057
H -2.507 0.520 -3.342
H 5.574 0.381 2.354
H 1.227 0.827 -3.527
H 6.296 -1.875 -0.468
H -1.665 -3.227 -0.315
H 0.146 4.566 1.431
H -4.680 0.927 -1.249
H -0.286 0.329 5.508
H 0.692 2.837 -0.818
H -6.670 3.134 1.382
H 3.110 2.820 1.439
H 2.662 4.404 -4.314
H 0.035 -0.422 -3.883
H -0.243 5.098 -0.178
H -5.349 -1.033 5.630
H 6.670 -1.589 -2.166
H 5.429 1.650 -1.978
H 6.065 -0.692 3.199
H 3.284 1.936 -0.081
H -5.982 -2.330 4.607
H 5.506 0.620 -3.415
H 3.632 -3.056 1.313
H 4.769 1.703 3.206
H -3.660 -0.827 -3.307
H 2.459 -2.455 -2.463
H -3.373 1.114 -6.927
H -6.492 -0.601 4.401
H -2.117 1.483 -5.720
H 0.904 0.432 -5.218
H 3.982 1.027 -2.567
H 2.790 3.713 -1.961
H -2.626 -1.788 2.985
H 0.810 -1.959 -2.606
H -4.768 -2.624 -2.251
H 0.419 4.208 -5.529
H 1.499 -6.264 -0.548
H -3.566 2.134 -0.580
H 1.528 -3.144 -3.784
H -3.395 3.655 2.226
H 6.198 -1.801 1.817
H -2.195 4.685 3.113